This record from OMol25 describes a molecular structure, C23H16Cl5N5O8W. The level of theory is ωB97M-V with the def2-TZVPD basis set.

Positions of all 58 atoms, in Å:
W  -0.080  0.508  0.218
N  -0.537  -2.864  -0.951
C  -1.597  -3.044  0.039
C  -1.497  -2.213  1.312
O  -1.777  -2.722  2.382
N  -1.236  -0.877  1.213
C  -0.836  -0.091  2.254
C  1.039  1.565  1.449
O  2.017  1.395  6.032
O  1.699  2.184  2.151
H  -0.784  -3.390  -1.782
H  0.322  -3.278  -0.599
H  -1.695  -4.072  0.395
H  -2.556  -2.776  -0.418
H  -0.393  -0.631  3.085
H  0.427  -0.158  5.363
O  0.741  3.327  -2.936
C  0.734  2.340  -2.070
O  -0.021  2.310  -1.107
C  1.672  1.235  -2.261
C  2.616  1.112  -3.258
C  3.420  -0.024  -3.259
C  3.245  -0.963  -2.257
C  2.276  -0.763  -1.285
N  1.490  0.318  -1.288
C  2.034  -1.680  -0.121
O  2.617  -2.748  -0.050
O  1.190  -1.178  0.699
H  0.072  3.980  -2.667
H  2.721  1.890  -4.001
H  4.173  -0.161  -4.022
H  3.843  -1.861  -2.187
Cl  1.339  0.640  4.856
C  -1.657  1.118  2.404
C  -1.661  1.739  1.155
C  -2.610  2.728  0.957
Cl  -2.855  3.426  -0.628
C  -3.403  3.185  2.015
Cl  -4.559  4.441  1.767
C  -3.275  2.620  3.292
Cl  -4.233  3.194  4.595
C  -2.407  1.546  3.475
Cl  -2.342  0.690  4.977
N  -0.580  -0.423  -5.551
C  -1.822  -0.818  -5.152
O  -2.590  -1.398  -5.888
C  -2.194  -0.517  -3.729
C  -3.539  -0.511  -3.380
C  -3.883  -0.270  -2.065
C  -2.879  -0.041  -1.137
N  -1.582  -0.062  -1.463
C  -1.257  -0.302  -2.736
H  -0.352  -0.562  -6.521
H  -0.048  0.250  -5.031
H  -4.280  -0.705  -4.144
H  -4.915  -0.250  -1.745
H  -3.098  0.156  -0.098
H  -0.200  -0.391  -2.950

Forces on the atoms, in the same order (eV/Å):
W -0.33 0.21 0.07
N 0.06 0.00 0.06
C -0.11 -0.02 0.00
C 0.26 -0.21 0.26
O 0.05 0.02 -0.08
N -0.72 0.39 -0.57
C 0.18 -0.66 0.65
C 0.57 -0.25 0.12
O 0.06 0.07 0.14
O -0.18 0.20 -0.03
H 0.01 -0.01 0.00
H -0.02 -0.02 -0.01
H -0.01 0.00 0.00
H 0.03 0.01 -0.04
H 0.35 0.26 -0.02
H 0.01 0.04 0.02
O 0.00 0.04 -0.04
C 0.08 0.03 -0.02
O -0.14 -0.01 0.08
C -0.02 -0.01 -0.01
C 0.00 0.00 -0.01
C 0.01 -0.02 0.00
C 0.01 -0.01 -0.03
C 0.02 0.09 -0.02
N 0.10 -0.02 -0.07
C 0.05 0.01 0.04
O -0.01 0.00 -0.02
O 0.09 -0.20 -0.01
H 0.00 -0.01 0.00
H -0.01 0.01 0.01
H 0.00 0.00 0.00
H -0.01 -0.01 0.01
Cl -0.05 -0.10 -0.10
C -0.03 0.00 0.04
C -0.51 -0.19 -0.60
C 0.34 0.14 0.10
Cl 0.01 -0.01 -0.03
C 0.01 -0.03 0.27
Cl 0.02 -0.01 -0.02
C -0.09 0.13 -0.30
Cl -0.03 0.01 0.08
C -0.07 -0.05 0.08
Cl 0.01 0.06 -0.01
N 0.01 -0.03 0.01
C 0.00 0.01 0.00
O -0.01 0.01 -0.01
C 0.01 0.00 0.01
C -0.02 -0.01 0.00
C 0.00 0.00 0.00
C 0.02 0.02 -0.10
N 0.01 0.26 0.08
C 0.02 -0.14 0.01
H 0.00 0.00 0.00
H 0.00 0.01 0.00
H 0.00 0.00 0.00
H 0.00 0.00 0.00
H -0.02 0.00 -0.01
H 0.00 0.01 0.00

## Properties
- HOMO (spin up / spin down) (eV) = -7.40 / -7.41
- max |F| (eV/A) = 0.994
- relative energy (zero: lowest compared OMol25 entry of this formula, charge and spin) (kJ/mol) = 0.0
- LUMO level (spin up / spin down) (eV) = -2.05 / -2.04
- electronic energy (eV) = -112377.14648